one.
C5H41NO15 | ωB97M-V/def2-TZVPD

Element x y z (Å)
C 1.5140 -0.9683 -4.2290
C 2.2644 -1.2658 -2.9063
C 1.4509 -2.3277 -2.1949
C 1.8419 -2.9083 -0.8622
C 1.3298 -2.6415 0.3337
N 1.9920 -3.2540 1.4415
H 2.1838 -0.9949 -5.0974
H 0.9654 -0.0361 -4.2691
H 0.8542 -1.7903 -4.5169
H 3.2811 -1.5473 -3.1908
H 2.3242 -0.3262 -2.3618
H 0.3800 -2.0985 -2.1668
H 1.3287 -3.1835 -2.8731
H 2.6747 -3.6064 -0.8924
H 0.6331 -1.9223 0.7321
H 2.4420 -4.1291 1.2859
H 1.7960 -3.0013 2.3901
H -0.6767 3.9721 -0.5472
H -1.8595 3.1389 -0.1793
O -1.1159 3.5589 0.2019
H 3.5518 -1.4218 0.5093
H 4.0386 -1.5196 -0.9037
O 3.7711 -0.8676 -0.2514
H 4.0253 -0.1736 1.9627
H 3.2590 0.5466 3.0667
O 3.1341 0.0655 2.2412
H -1.2490 2.5858 1.6517
H -2.4306 2.2970 2.4246
O -1.4912 2.3819 2.5680
H -3.3244 2.9854 -2.1397
H -3.6249 1.7124 -1.3222
O -3.2671 2.6421 -1.2421
H 1.2268 2.4224 -0.6629
H 1.5570 2.6519 -2.1855
O 0.9110 2.3041 -1.5718
H 0.2163 3.9816 1.4286
H 1.7530 3.4860 1.5497
O 1.0087 3.9362 1.9913
H -2.8048 -0.9345 2.3049
H -3.6477 -1.7599 1.2777
O -3.5791 -0.8909 1.7170
H 0.1953 1.9550 3.8484
H 0.9102 0.9969 3.0729
O 0.4816 1.0326 3.9416
H -0.9568 0.2182 2.3031
H -0.3346 -1.0077 2.8538
O -0.9098 -0.7385 2.1284
H 3.5513 2.1447 0.5234
H 2.3126 1.3960 1.0993
O 2.5946 2.1597 0.5869
H -3.0556 -3.4306 -0.3697
H -1.9890 -3.2612 0.6029
O -2.9500 -3.1543 0.5547
H -3.4576 -0.0090 0.1809
H -3.1389 -0.3582 -1.3232
O -3.7633 0.0808 -0.7435
H -1.1980 1.3391 -2.2071
H -0.9556 0.4601 -1.1236
O -1.2582 0.3886 -2.0358
H -2.3557 -1.3234 -2.3996
H -3.1228 -2.2963 -3.3923
O -2.5334 -2.2386 -2.6508

Calculated values
Gap between HOMO and LUMO in eV: 8.10

two.
C5H41NO15 | ωB97M-V/def2-TZVPD

Element x y z (Å)
C 0.7205 -0.4975 -0.2559
C 0.0328 0.7377 0.1871
C -0.2018 0.9175 1.7025
O -1.1762 1.0012 -0.5114
C 2.1628 -0.3602 -0.7302
N 2.6510 -1.5974 -1.3259
C 4.0640 -1.5625 -1.5865
H 0.0838 -0.9192 -1.0530
H 0.6681 -1.2759 0.5135
H 0.6188 1.6766 -0.0434
H -1.0702 1.5773 1.7208
H -0.4310 0.0075 2.2664
H 0.7441 1.1794 2.2112
H -2.0105 0.7285 -0.0723
H 2.2705 0.4435 -1.4936
H 2.7314 -0.1947 0.2079
H 2.0382 -2.0904 -1.9488
H 4.5672 -2.0952 -0.7728
H 4.5497 -0.5946 -1.5069
H 4.3457 -2.0128 -2.5538
H 3.8678 1.4277 1.5736
H 3.8745 2.9358 1.6955
O 3.5385 2.1407 2.1209
H 0.8453 5.0601 -0.8006
H -0.0172 3.9482 -0.6705
O 0.9609 4.1016 -0.7428
H 2.1425 2.8376 -2.2895
H 2.4197 2.6600 -0.8931
O 2.7956 2.3861 -1.7478
H -0.4470 -3.4323 2.8593
H -0.6813 -2.7637 4.1518
O -1.1331 -3.3543 3.5399
H 0.6027 -4.8026 1.7135
H 0.7444 -4.0431 0.3581
O 0.1447 -4.2218 1.0972
H -2.7420 -1.3636 1.6294
H -2.4674 -2.8369 2.2187
O -3.1553 -2.2009 1.9162
H -3.1132 0.1735 3.8798
H -2.6061 1.5205 3.4363
O -3.3915 0.9638 3.4149
H -1.7301 1.6469 -2.4333
H -0.8839 2.6665 -2.9782
O -1.7794 2.6022 -2.5965
H 2.7693 -2.1576 2.8089
H 2.4047 -3.4603 2.1784
O 2.1786 -2.9055 2.9494
H -3.5338 0.8406 1.6493
H -4.0991 0.1972 0.4137
O -3.2796 0.2085 0.9303
H -1.5537 -1.6594 -2.9213
H -0.1137 -1.7111 -2.9226
O -0.8125 -1.3271 -3.4628
H -0.0143 1.4425 -4.7341
H 0.0844 0.3255 -3.7344
O 0.2207 1.3009 -3.8088
H -2.4580 3.9014 0.1091
H -1.8802 3.8067 -1.2409
O -1.6823 4.2206 -0.3671
H -1.8818 -3.4638 -1.4189
H -2.3687 -2.5749 -0.3328
O -1.8944 -2.5328 -1.1826

Calculated values
Gap between HOMO and LUMO in eV: 8.26

Computed energies relative to the best structure, in eV: one 0.000; two 0.518

one.
C3H5F | ωB97M-V/def2-TZVPD

Element x y z (Å)
C -1.4578 -0.3661 -0.0767
C -0.4887 0.7753 0.0704
C 0.7922 0.5420 -0.0364
H -0.5331 -1.1725 -0.0508
H -2.3976 -0.4455 -0.7927
H -1.9325 -0.7450 0.8805
H -0.7630 1.7534 0.2830
H 1.8288 1.2139 -0.3530
F 1.1915 -0.7013 0.0321

Calculated values
Gap between HOMO and LUMO in eV: 10.58
SMILES: C/C=C\F

two.
C3H5F | ωB97M-V/def2-TZVPD

Element x y z (Å)
C -0.3004 -0.9315 -0.1203
C -0.4033 0.4421 0.1682
C 0.7197 1.1168 0.0607
H -0.8260 -1.4985 0.7842
H -0.9688 -1.3869 -0.8525
H -1.4462 0.8458 0.0180
H 0.5688 2.1592 0.2582
H 1.6700 0.6517 -0.1199
F 0.9862 -1.3989 -0.1965

Calculated values
Gap between HOMO and LUMO in eV: 10.83
SMILES: C=CCF

Computed energies relative to the best structure, in eV: one 1.093; two 0.000